Here is C4H7NO2S2 in the gas phase in a non-equilibrium geometry from the OMol25 dataset. Energies are from the ωB97M-V functional and the def2-TZVPD basis.

Cartesian coordinates (Å):
C 1.23 0.57 -0.33
C 0.62 -1.69 -0.10
C 2.65 -0.10 -0.20
C -1.01 -0.02 0.78
N 0.35 -0.38 0.40
O 1.30 1.74 0.35
O 0.83 0.84 -1.71
S 2.43 -1.72 -0.17
S 4.01 0.78 0.05
H 0.45 -2.38 0.70
H 0.14 -2.01 -1.05
H -1.30 -0.65 1.56
H -0.93 1.07 0.95
H -1.87 -0.08 -0.03
H 1.35 1.64 -2.00
H 2.19 1.82 0.57

HOMO energy (spin up / spin down)   -6.501 / -9.237 eV
Spin multiplicity   3
Max |F|   3.88 eV Å⁻¹
ΔE to the lowest compared entry with this formula, charge and spin   0.0 kJ/mol

---

Here is 5 unconnected molecules or ions with the total composition C16H38Cl5N2O8 in a non-equilibrium geometry from the OMol25 dataset. Energies are from the ωB97M-V functional and the def2-TZVPD basis.

Cartesian coordinates (Å):
Cl 21.94 26.40 22.27
O 23.35 26.18 22.58
O 21.60 25.75 21.04
O 21.21 25.80 23.39
O 21.76 27.80 22.13
Cl 20.11 21.10 24.33
C 19.40 22.36 23.40
C 19.06 23.57 24.30
Cl 17.69 23.18 25.36
H 18.56 22.14 22.75
H 20.22 22.63 22.72
H 18.80 24.50 23.78
H 19.85 23.89 24.97
Cl 25.41 28.31 26.49
C 23.70 28.74 26.20
C 22.76 27.61 26.08
Cl 22.45 26.78 27.65
H 23.62 29.28 25.26
H 23.51 29.45 27.01
H 23.24 26.88 25.42
H 21.87 28.01 25.60
C 21.93 28.43 18.78
O 21.79 29.14 17.55
C 21.00 28.47 16.59
C 19.46 28.14 16.75
N 18.80 29.41 16.87
C 17.35 29.19 16.87
C 16.73 28.64 15.58
O 16.81 27.25 15.50
C 16.04 26.72 14.37
H 21.09 28.66 19.44
H 22.77 28.80 19.36
H 22.00 27.34 18.68
H 21.51 27.53 16.34
H 21.01 29.11 15.71
H 19.26 27.58 17.67
H 19.08 27.66 15.85
H 19.09 29.83 17.75
H 16.92 30.17 17.07
H 17.01 28.68 17.77
H 17.03 29.10 14.64
H 15.72 29.05 15.65
H 16.02 25.63 14.30
H 16.43 27.08 13.42
H 14.97 26.93 14.43
C 20.97 23.43 18.07
O 19.66 23.80 17.71
C 19.16 24.82 18.62
C 17.82 25.30 18.09
N 16.84 24.25 18.39
C 15.56 24.70 17.80
C 14.59 23.46 17.75
O 15.06 22.63 16.65
C 14.21 21.49 16.49
H 21.01 23.18 19.13
H 21.74 24.17 17.86
H 21.20 22.50 17.55
H 19.80 25.71 18.70
H 19.05 24.40 19.62
H 17.83 25.40 17.00
H 17.61 26.21 18.65
H 17.15 23.39 17.95
H 15.76 25.00 16.77
H 15.20 25.55 18.38
H 13.57 23.77 17.55
H 14.61 22.95 18.72
H 14.51 21.07 15.52
H 13.14 21.64 16.53
H 14.52 20.77 17.25

HOMO energy   -6.495 eV
Max |F|   3.31 eV Å⁻¹
Net charge   -1
ΔE to the lowest compared entry with this formula, charge and spin   112.7 kJ/mol

---

Here is C22H26N2O5S in the gas phase in a non-equilibrium geometry from the OMol25 dataset. Energies are from the ωB97M-V functional and the def2-TZVPD basis.

Cartesian coordinates (Å):
C 1.27 1.35 -4.58
C -0.08 1.04 -3.95
C -1.15 0.76 -5.01
C -2.51 0.49 -4.35
C -3.60 0.25 -5.39
C -2.87 1.69 -3.46
N -1.83 1.89 -2.48
S -2.24 2.95 -1.24
O -3.58 2.65 -0.83
O -1.93 4.31 -1.59
C -1.10 2.40 0.03
C -1.24 1.11 0.50
C -0.38 0.65 1.48
C 0.61 1.49 1.98
C 1.59 1.03 3.02
O 2.76 1.34 2.99
N 1.05 0.27 4.00
C 1.85 -0.36 5.03
C 1.86 -1.86 4.86
C 1.40 -2.70 5.86
C 1.40 -4.08 5.71
C 1.86 -4.59 4.53
C 2.32 -3.75 3.51
C 2.33 -2.39 3.65
O 2.72 -4.51 2.44
C 2.51 -5.85 2.82
O 1.96 -5.89 4.12
C 0.75 2.78 1.48
C -0.12 3.25 0.51
C -0.55 2.21 -3.07
H 1.60 0.52 -5.20
H 1.20 2.24 -5.21
H 2.02 1.53 -3.82
H 0.01 0.16 -3.31
H -0.86 -0.10 -5.61
H -1.24 1.62 -5.67
H -2.42 -0.39 -3.71
H -4.55 0.06 -4.91
H -3.34 -0.60 -6.01
H -3.71 1.12 -6.03
H -3.79 1.51 -2.91
H -2.99 2.59 -4.09
H -2.02 0.49 0.09
H -0.47 -0.37 1.84
H 0.07 0.04 3.96
H 2.85 0.05 4.91
H 1.46 -0.09 6.01
H 1.05 -2.27 6.79
H 1.05 -4.73 6.50
H 2.70 -1.74 2.87
H 1.82 -6.33 2.11
H 3.47 -6.39 2.81
H 1.54 3.41 1.87
H -0.05 4.24 0.11
H 0.16 2.38 -2.25
H -0.61 3.13 -3.67

HOMO energy   -8.339 eV
Max |F|   1.27 eV Å⁻¹
SMILES   C[C@@H]1C[C@H](C)CN(S(=O)(=O)c2ccc(C(=O)NCc3ccc4c(c3)OCO4)cc2)C1
ΔE to the lowest compared entry with this formula, charge and spin   145.2 kJ/mol

---

Here is C4H10OS in the gas phase in a non-equilibrium geometry from the OMol25 dataset. Energies are from the ωB97M-V functional and the def2-TZVPD basis.

Cartesian coordinates (Å):
C -0.47 1.50 -0.18
C -0.22 0.03 0.20
C -1.58 -0.70 -0.16
O -0.03 -0.11 1.60
C 1.04 -0.60 -0.50
S 2.68 0.14 0.12
H -0.84 1.64 -1.18
H -1.35 1.73 0.51
H 0.43 2.08 0.00
H -1.45 -1.71 -0.65
H -2.24 -0.12 -0.74
H -2.18 -0.90 0.70
H 0.82 0.02 1.94
H 0.93 -1.71 -0.54
H 1.12 -0.36 -1.59
H 3.36 -0.93 0.49

HOMO energy   -9.441 eV
Max |F|   3.00 eV Å⁻¹
SMILES   CC(C)(O)CS
ΔE to the lowest compared entry with this formula, charge and spin   65.0 kJ/mol

---

Here is a molecular structure, CH4ClHgO in a non-equilibrium geometry from the OMol25 dataset. Energies are from the ωB97M-V functional and the def2-TZVPD basis.

Cartesian coordinates (Å):
Hg 29.06 -11.06 31.25
Cl 27.66 -11.94 29.89
C 25.34 -13.66 28.14
O 26.11 -12.52 27.83
H 25.89 -14.38 28.74
H 24.43 -13.42 28.70
H 24.98 -14.07 27.20
H 26.53 -12.26 28.66

HOMO energy   -13.733 eV
Max |F|   2.56 eV Å⁻¹
Net charge   +1
ΔE to the lowest compared entry with this formula, charge and spin   0.0 kJ/mol

---

Here is a molecular structure, C6H12As2F13O6Rb in a non-equilibrium geometry from the OMol25 dataset. Energies are from the ωB97M-V functional and the def2-TZVPD basis.

Cartesian coordinates (Å):
Rb 0.38 -0.41 -2.19
As 3.81 3.15 -4.16
F 3.88 4.34 -5.52
F 2.08 2.93 -4.55
F 3.61 2.09 -2.67
F 5.59 3.39 -3.89
F 3.39 4.50 -3.02
F 4.22 1.80 -5.29
As -5.17 -2.27 -2.30
F -4.97 -3.15 -3.94
F -5.12 -3.86 -1.49
F -5.34 -1.43 -0.64
F -5.07 -0.66 -3.06
F -6.97 -2.33 -2.37
F -3.34 -2.15 -2.13
F 1.93 -1.59 -5.57
C -3.00 2.50 2.30
O -1.71 2.92 2.78
C -0.60 2.49 2.09
O -0.54 1.86 1.04
O 0.43 3.14 2.70
C 1.71 3.43 2.14
H -3.06 1.48 1.92
H -3.39 3.25 1.61
H -3.72 2.64 3.10
H 2.37 3.67 2.97
H 1.71 4.30 1.48
H 2.10 2.50 1.72
C -1.17 -3.63 2.06
O 0.14 -3.63 2.76
C 1.25 -3.25 2.09
O 1.33 -3.14 0.85
O 2.25 -2.99 3.00
C 3.60 -2.71 2.71
H -1.01 -4.06 1.07
H -1.71 -2.69 1.95
H -1.77 -4.42 2.53
H 4.08 -2.39 3.63
H 3.66 -1.99 1.89
H 4.11 -3.63 2.41

HOMO energy   -1.965 eV
Max |F|   3.26 eV Å⁻¹
Net charge   -2
ΔE to the lowest compared entry with this formula, charge and spin   347.4 kJ/mol

---

Here is C4H11N2O in the gas phase in a non-equilibrium geometry from the OMol25 dataset. Energies are from the ωB97M-V functional and the def2-TZVPD basis.

Cartesian coordinates (Å):
N 0.13 2.20 1.11
C 0.11 1.05 1.95
C -0.24 -0.38 1.20
N -0.68 -0.13 -0.14
C 0.20 -0.25 -1.42
C 0.00 -1.66 -2.15
O 1.04 -2.10 -2.88
H 1.08 2.58 0.99
H -0.10 1.78 0.15
H 1.01 0.93 2.53
H -0.63 1.16 2.83
H -0.96 -0.85 1.91
H 0.74 -0.89 1.19
H -1.70 -0.25 -0.22
H 1.15 0.04 -0.99
H 0.02 0.62 -2.03
H -0.27 -2.36 -1.31
H -0.91 -1.48 -2.72

HOMO energy (spin up / spin down)   -8.598 / -8.575 eV
Spin multiplicity   2
Max |F|   3.30 eV Å⁻¹
ΔE to the lowest compared entry with this formula, charge and spin   233.6 kJ/mol

---

Here is C3H4N2O in the gas phase from the OMol25 dataset. Energies are from the ωB97M-V functional and the def2-TZVPD basis.

Cartesian coordinates (Å):
O 1.17 -1.63 -0.46
C 0.39 -0.56 -0.16
C -0.79 -0.43 0.51
C -1.03 0.97 0.48
N -0.13 1.64 -0.20
N 0.79 0.69 -0.59
H 1.91 -1.63 0.16
H -1.40 -1.23 0.89
H -1.84 1.51 0.95
H 0.94 0.68 -1.59

HOMO energy   -9.425 eV
Max |F|   0.99 eV Å⁻¹
SMILES   Oc1ccn[nH]1
ΔE to the lowest compared entry with this formula, charge and spin   152.2 kJ/mol

---

Here is C6H10O in the gas phase in a non-equilibrium geometry from the OMol25 dataset. Energies are from the ωB97M-V functional and the def2-TZVPD basis.

Cartesian coordinates (Å):
C -0.58 1.29 0.16
C -0.73 0.46 -1.10
C 0.48 0.57 0.64
C -2.13 -0.17 -1.30
C 1.86 0.46 0.05
C 0.29 -0.12 1.97
O -1.46 1.99 0.69
H -0.10 0.12 -1.81
H -2.21 -0.66 -2.24
H -2.87 0.73 -1.28
H -2.52 -0.89 -0.50
H 2.55 0.74 0.82
H 1.95 1.13 -0.76
H 2.10 -0.59 -0.09
H -0.48 0.36 2.48
H 1.21 -0.35 2.46
H 0.07 -1.26 1.93

HOMO energy   -8.213 eV
Max |F|   5.49 eV Å⁻¹
ΔE to the lowest compared entry with this formula, charge and spin   309.0 kJ/mol

---

Here is a molecular structure, C58H39CrN4 in a non-equilibrium geometry from the OMol25 dataset. Energies are from the ωB97M-V functional and the def2-TZVPD basis.

Cartesian coordinates (Å):
Cr 0.48 0.55 0.19
C 0.70 1.32 7.55
C -0.57 0.84 7.25
C -0.91 0.51 5.95
C 0.02 0.64 4.93
C 1.30 1.11 5.24
C 1.63 1.45 6.53
C -0.23 0.41 3.49
C -0.90 1.40 2.74
C -1.95 2.25 3.13
C -2.43 2.84 1.99
C -1.61 2.41 0.92
C -1.52 2.95 -0.41
C -2.64 3.16 -1.24
C -2.62 3.89 -2.41
C -3.77 4.07 -3.21
C -4.97 3.56 -2.90
C -5.16 2.65 -1.74
C -3.87 2.33 -0.97
C -0.16 3.19 -0.86
N 0.75 2.19 -0.78
C 1.90 2.63 -1.39
C 2.90 1.73 -1.81
C 4.05 2.31 -2.54
C 4.08 2.43 -3.92
C 5.15 3.02 -4.56
C 6.22 3.51 -3.82
C 6.21 3.39 -2.44
C 5.13 2.79 -1.80
C 2.83 0.36 -1.61
C 3.62 -0.65 -2.26
C 3.17 -1.86 -1.81
C 2.17 -1.60 -0.82
N 1.94 -0.26 -0.76
C 1.61 -2.51 0.09
C 1.00 -2.09 1.29
C 0.94 -2.84 2.51
C 0.58 -1.97 3.50
C 0.33 -0.71 2.88
N 0.58 -0.82 1.54
C 1.68 -3.97 -0.10
C 2.85 -4.67 -0.37
C 2.82 -6.05 -0.54
C 1.63 -6.74 -0.43
C 0.46 -6.06 -0.13
C 0.49 -4.69 0.03
C 1.73 3.98 -1.77
C 0.43 4.32 -1.46
N -0.70 1.52 1.39
H 0.95 1.60 8.56
H -1.30 0.74 8.04
H -1.90 0.14 5.72
H 2.02 1.22 4.44
H 2.62 1.84 6.75
H -2.34 2.36 4.13
H -3.25 3.53 1.90
H -1.71 4.39 -2.71
H -3.67 4.72 -4.07
H -5.84 3.76 -3.51
H -6.00 2.98 -1.12
H -4.05 2.23 0.10
H 3.24 2.05 -4.49
H 5.17 3.11 -5.63
H 7.06 3.99 -4.31
H 7.05 3.74 -1.85
H 5.11 2.70 -0.73
H 4.38 -0.46 -2.99
H 3.51 -2.83 -2.12
H 1.17 -3.88 2.61
H 0.44 -2.19 4.55
H 3.80 -4.15 -0.42
H 3.74 -6.58 -0.76
H 1.61 -7.82 -0.56
H -0.47 -6.59 -0.02
H -0.42 -4.15 0.26
H 2.48 4.61 -2.23
H -0.04 5.27 -1.61
C -6.31 0.39 -1.38
C -5.28 1.14 -2.14
C -3.83 0.92 -1.65
C -3.57 -0.19 -0.68
C -4.63 -0.77 -0.06
C -5.98 -0.47 -0.40
C -2.21 -0.40 -0.25
C -1.07 -0.10 -0.92
C -1.01 -0.17 -2.37
C -0.67 0.87 -3.23
C -0.66 0.70 -4.60
C -0.97 -0.53 -5.16
C -1.29 -1.59 -4.32
C -1.31 -1.41 -2.95
H -7.35 0.58 -1.64
H -5.42 0.99 -3.22
H -3.13 0.91 -2.48
H -4.45 -1.53 0.70
H -6.76 -0.98 0.16
H -2.12 -0.72 0.79
H -0.46 1.85 -2.81
H -0.42 1.54 -5.24
H -0.98 -0.66 -6.23
H -1.53 -2.56 -4.74
H -1.58 -2.24 -2.31

HOMO energy (spin up / spin down)   -2.938 / -3.482 eV
Spin multiplicity   5
Max |F|   1.34 eV Å⁻¹
Net charge   -1

---

Here is C5H10O in the gas phase in a non-equilibrium geometry from the OMol25 dataset. Energies are from the ωB97M-V functional and the def2-TZVPD basis.

Cartesian coordinates (Å):
C 1.41 0.56 0.44
C 0.11 0.18 -0.34
C -0.70 0.92 -1.56
C -0.20 -1.24 -0.33
C -0.72 -0.50 0.81
O -0.31 -1.03 2.10
H 1.38 1.42 1.15
H 1.89 -0.27 1.09
H 2.10 0.77 -0.30
H -1.61 0.34 -1.81
H -0.09 0.99 -2.48
H -0.98 1.87 -1.22
H -0.95 -1.63 -0.97
H 0.64 -1.89 -0.17
H -1.68 -0.18 0.90
H -0.33 -0.31 2.71

HOMO energy   -8.883 eV
Max |F|   3.00 eV Å⁻¹
SMILES   CC1(C)C[C@H]1O
ΔE to the lowest compared entry with this formula, charge and spin   274.0 kJ/mol

---

Here is 2 unconnected molecules or ions with the total composition C20H29N7O6 in a non-equilibrium geometry from the OMol25 dataset. Energies are from the ωB97M-V functional and the def2-TZVPD basis.

Cartesian coordinates (Å):
N -1.89 -0.65 -1.15
C -1.82 0.47 -0.81
C -1.70 1.88 -0.38
C -1.79 1.91 1.13
C -2.80 2.42 1.92
C -2.44 2.21 3.31
C -1.23 1.56 3.30
C -0.32 1.06 4.30
N -0.55 1.14 5.62
N 0.78 0.45 4.01
C 1.08 0.31 2.66
N 0.32 0.72 1.67
N -0.83 1.37 2.00
O -0.43 2.39 -0.82
C -0.58 3.20 -1.99
C -0.09 4.62 -1.67
O -0.16 5.45 -2.84
C -2.07 3.17 -2.38
O -2.33 2.18 -3.39
C -2.74 2.79 -1.07
O -4.02 2.19 -1.33
H -3.72 2.88 1.57
H -3.02 2.52 4.17
H 0.05 0.54 6.16
H -1.51 1.29 5.91
H 2.01 -0.19 2.41
H 0.03 2.80 -2.81
H 0.94 4.57 -1.31
H -0.71 5.05 -0.87
H 0.19 6.34 -2.65
H -2.42 4.15 -2.72
H -1.91 2.43 -4.23
H -2.88 3.69 -0.46
H -3.93 1.63 -2.12
C -1.11 -2.93 1.97
N -0.17 -2.36 1.01
C 0.61 -3.07 0.19
O 0.60 -4.30 0.18
C 1.53 -2.27 -0.74
N 2.81 -1.87 -0.11
C 3.73 -2.58 0.55
C 3.60 -4.07 0.77
O 4.71 -1.99 1.00
C 1.72 -2.93 -2.13
C 0.37 -3.07 -2.85
C 2.63 -2.10 -3.04
H -2.04 -3.19 1.46
H -1.33 -2.20 2.75
H -0.68 -3.82 2.43
H -0.14 -1.35 0.93
H 1.00 -1.34 -0.94
H 3.06 -0.90 -0.21
H 2.84 -4.26 1.52
H 3.34 -4.56 -0.16
H 4.56 -4.45 1.13
H 2.16 -3.92 -2.01
H -0.11 -2.10 -2.96
H -0.30 -3.73 -2.28
H 0.52 -3.52 -3.83
H 2.70 -2.57 -4.02
H 2.23 -1.09 -3.15
H 3.64 -2.04 -2.62

HOMO energy   -8.872 eV
Max |F|   2.87 eV Å⁻¹
SMILES   N#C[C@@]1(c2ccc3c(N)ncnn23)O[C@H](CO)[C@@H](O)[C@H]1O.CNC(=O)[C@@H](NC(C)=O)C(C)C